Below is the molecule C6H11NO2, with properties calculated with the ωB97M-V functional and the def2-TZVPD basis.

Structure (XYZ):
```
20
Properties=species:S:1:pos:R:3:lowdin_spin:R:1
C -1.46 1.98 0.43 0.002
C 1.59 1.48 -0.94 0.149
H -0.19 -2.02 0.94 0.018
H 1.16 2.08 -1.70 0.009
H -0.96 0.49 -1.74 0.010
C 1.02 0.47 -0.35 0.080
C 1.89 -1.41 0.74 0.639
C -0.99 -2.11 0.20 0.029
H -0.99 -3.09 -0.19 0.001
H 2.62 1.62 -0.45 0.004
H -1.91 -1.76 0.68 0.001
O -1.51 0.56 0.27 0.012
H 1.77 -1.94 1.61 0.061
H 2.65 -1.75 0.02 0.083
O -0.75 -1.27 -0.93 0.025
H -0.60 2.47 0.91 0.001
H -2.28 2.12 1.04 0.000
C -0.71 0.04 -0.67 0.074
H -1.73 2.33 -0.57 0.000
N 1.39 -0.27 0.72 0.801
```

Its energy relative to the best compared isomer or geometry (same formula, charge and spin) is 254.5 kJ/mol. The highest occupied orbital energy (alpha / beta) comes out at -5.54 / -8.50 eV. Its total charge is 0. For the LUMO energy (alpha / beta), the calculation gives 0.9575 / -1.9413 eV. Its spin multiplicity is 3.



Below is a cluster of 11 separate species, C63H63N2O3 in total, with properties calculated with the ωB97M-V functional and the def2-TZVPD basis.

Structure (XYZ):
```
131
Properties=species:S:1:pos:R:3:mulliken_charge:R:1
H -0.53 -3.35 -3.89 0.440
H 7.50 7.85 3.40 0.364
H -0.26 -2.24 1.73 0.615
C 0.27 -3.73 -7.16 -0.398
C -3.12 -1.34 6.13 -0.671
C 1.51 5.57 2.50 -0.212
C 2.68 5.11 3.08 -0.424
H -3.13 -0.78 8.20 0.352
C -0.64 -5.00 3.67 -0.568
H -6.57 0.92 -6.05 0.375
H -2.90 -1.65 4.02 0.477
C 0.67 6.42 3.20 -0.495
H 1.98 -0.33 0.98 -0.114
H -4.22 -2.59 -5.39 0.385
C -3.84 -2.48 -0.85 -0.808
H -3.88 6.24 -1.47 0.359
H -1.85 -6.07 -0.86 0.456
C -5.33 -0.77 -5.60 -0.327
C 10.14 5.75 3.71 -0.397
C -2.65 -5.45 -2.76 -0.333
C -3.52 -7.21 -4.15 -0.524
C -4.17 -1.53 -1.81 -0.167
C 0.00 -5.61 1.43 -0.555
C -1.77 0.43 7.06 -0.627
H -2.97 1.23 -0.28 0.585
H -7.75 -0.22 -7.91 0.351
H 2.43 6.65 6.09 0.354
H 0.02 -0.37 -6.91 0.370
H -4.66 -1.84 -2.73 0.345
H 11.22 5.76 3.75 0.343
C 2.43 -0.69 0.06 -0.207
C -3.20 -2.09 0.31 -0.277
C -0.28 -3.29 2.01 -0.576
H -0.51 -0.98 -4.57 0.504
H 0.07 5.67 -3.04 0.359
H 5.42 -0.84 -1.51 0.373
H 6.28 5.71 3.58 0.343
C 1.00 6.82 4.49 -0.334
H -0.86 -2.89 4.02 0.432
C -6.65 -2.05 -7.69 -0.385
H 9.99 3.62 3.94 0.360
H 3.91 5.11 4.84 0.445
O 1.54 1.16 4.38 0.094
C -3.25 -5.86 -3.94 -0.328
C 7.36 5.72 3.62 -0.090
H -2.37 -0.45 1.43 0.391
H 3.32 4.42 2.54 0.240
C 0.02 -4.26 1.07 -0.290
H -2.93 -2.83 1.05 0.429
H 0.35 7.48 5.05 0.364
H 3.88 -0.50 3.98 0.235
H 1.59 -2.22 -2.84 0.380
O 5.44 3.04 2.81 -0.252
C -0.32 -5.97 2.73 -0.424
H 0.48 -4.51 -7.89 0.371
C -0.62 -3.66 3.30 -0.416
H -0.51 1.47 5.66 0.392
H -0.33 -7.02 3.01 0.352
H -2.43 -4.41 -2.59 0.555
H -0.25 6.78 2.75 0.401
C -6.98 -0.74 -7.35 -0.358
C -0.29 -1.75 -5.30 -0.520
H 3.21 2.44 4.25 0.148
H -2.19 6.66 -3.23 0.357
H -3.30 4.83 0.47 0.419
H 0.28 -3.97 0.06 0.492
C -1.94 6.04 -2.38 -0.339
C 0.29 -2.40 -7.54 -0.387
H -1.04 3.85 0.67 0.647
H 0.24 -6.36 0.69 0.513
H -0.89 -5.28 4.68 0.410
C 4.36 -0.97 -1.35 -0.468
C 1.65 -1.30 -0.91 -0.749
H 0.51 -2.13 -8.56 0.368
H -5.39 -3.73 -7.24 0.368
H 4.02 -1.93 -3.24 0.387
C -2.88 -0.75 0.52 -0.284
C 8.05 6.92 3.52 -0.532
C 0.01 -1.41 -6.61 -0.456
C -2.89 5.81 -1.39 -0.332
C 3.72 0.48 3.54 1.272
H -4.82 -0.27 -4.79 0.380
C -1.65 -0.07 4.72 0.083
C 3.79 -0.52 -0.16 -0.031
H -4.07 -3.53 -1.02 0.538
C -2.58 -1.07 4.88 -0.067
C 2.22 -1.75 -2.09 -0.092
C 3.58 -1.58 -2.31 -0.599
H -3.51 -5.13 -4.70 0.356
H -7.16 -2.55 -8.50 0.357
C -3.19 -8.14 -3.18 -0.419
C 3.01 5.49 4.38 0.034
H -2.33 -8.46 -1.24 0.395
H -0.04 -5.12 -5.55 0.399
H 4.40 -0.03 0.59 0.344
C -2.71 -0.58 7.22 -0.262
C -6.32 -0.10 -6.31 -0.465
C -3.22 0.19 -0.44 -0.655
C -1.24 0.68 5.81 -0.487
H 7.52 3.60 3.86 0.470
C -2.32 -6.39 -1.79 -0.508
H 0.64 4.27 -1.09 0.465
C -0.67 5.49 -2.27 -0.448
C -1.30 4.46 -0.19 -0.333
N 0.58 1.83 2.25 -0.593
H -3.39 -9.19 -3.35 0.341
C -0.35 4.70 -1.17 -0.483
C 8.06 4.53 3.78 -0.439
H -3.99 -7.53 -5.07 0.376
C 2.17 6.35 5.08 -0.746
C -3.86 -0.20 -1.60 -0.475
C -5.65 -2.71 -6.98 -0.426
C 3.06 1.40 4.56 -1.675
H 1.25 5.25 1.50 0.365
H -1.45 1.02 7.91 0.371
C 9.45 4.55 3.82 -0.449
O 5.03 0.98 3.19 -0.230
H -1.23 0.14 3.74 0.011
C 1.05 1.60 3.29 0.799
C -5.00 -2.07 -5.94 -0.256
H 9.97 7.88 3.48 0.346
C -0.02 -4.08 -5.85 -0.495
C 9.43 6.94 3.56 -0.315
H -3.85 -2.13 6.26 0.376
C -2.58 -7.73 -2.00 -0.376
H 3.13 0.34 2.62 -0.692
N 4.83 2.13 2.42 0.099
H -4.12 0.54 -2.35 0.387
H 0.59 -1.44 -0.74 0.655
C -0.30 -3.09 -4.92 -0.203
C -2.57 5.02 -0.30 -0.682
```

The highest occupied orbital energy comes out at -3.37 eV. Its total charge is -1. For the LUMO energy, the calculation gives 1.9325 eV.



Below is a cluster of 8 separate species, C26H49NO21 in total, with properties calculated with the ωB97M-V functional and the def2-TZVPD basis.

Structure (XYZ):
```
97
Properties=species:S:1:pos:R:3:mulliken_charge:R:1
H -5.77 3.53 -2.04 0.281
H 1.68 2.34 -0.51 -0.004
H -1.66 -4.12 4.52 0.335
O 2.00 4.27 0.13 -0.441
H 3.79 4.70 3.47 0.366
O 4.11 -0.54 0.55 -0.191
H 1.59 -3.18 3.01 0.161
C -2.10 -2.23 2.76 0.435
C 3.82 5.57 2.84 -0.700
O 1.84 -2.83 1.00 -0.187
H 1.69 -3.21 -2.93 0.275
H 6.38 3.30 -5.59 0.239
H -3.67 -1.52 -0.56 -0.011
C 1.24 -2.48 -0.08 0.723
H 1.97 -1.42 -3.06 0.123
C 1.55 -2.19 -2.41 -0.274
H 0.02 1.58 -2.00 0.256
H -5.28 -4.53 2.75 0.254
H -1.15 3.27 1.87 0.212
H 0.52 -1.97 -2.40 -0.023
H 6.16 -1.33 1.17 0.269
C -5.60 -5.19 1.92 -0.759
H -2.17 -0.52 -1.91 -2.013
C -3.63 -2.39 -1.31 -0.425
O 3.23 1.29 -4.58 -0.274
H -5.35 -6.01 2.48 0.414
O -4.34 2.44 -0.90 -0.076
H -2.06 -0.28 0.34 -0.744
H 6.82 2.15 -4.06 0.270
C 2.58 4.25 1.35 0.739
O -3.83 -3.61 -0.67 -0.290
H -2.64 -2.45 -1.70 0.317
H 1.45 1.99 -5.03 0.371
H -1.15 -0.51 -3.36 0.509
O -0.08 -2.45 -0.28 -0.468
C 4.58 -0.96 2.73 0.223
C -1.56 0.12 -2.51 1.938
H 0.34 3.64 -0.85 0.423
C 3.12 -0.06 1.28 0.365
H -2.82 1.90 -2.56 0.286
C -4.66 -3.78 0.32 0.788
C 1.96 1.73 -4.13 -0.307
H 5.48 -2.75 3.52 0.308
H 0.40 0.16 -1.39 0.238
C 4.20 2.14 -4.65 0.779
H -0.61 -0.71 1.29 -0.216
O 5.28 1.64 -5.31 -0.306
O -4.79 3.91 0.95 -0.669
H 1.99 2.50 -3.37 0.352
H -6.73 -5.30 1.84 0.278
C 1.03 -3.20 2.07 -0.168
C -5.69 2.63 -1.34 -0.814
H 4.85 5.76 2.52 0.248
H 5.15 -0.10 3.16 0.318
C -0.54 0.72 -1.60 -0.056
C -3.98 2.95 0.28 0.555
O -2.82 -3.34 2.86 -0.116
C 5.01 -1.38 1.35 -0.439
H -1.91 0.46 1.99 -0.214
C -2.62 -4.25 3.94 -0.856
H 4.79 -1.48 4.72 0.349
H 4.68 -2.41 1.31 0.334
H 0.62 -4.23 2.01 0.301
C -2.23 3.14 1.85 -0.873
O -1.22 -1.81 3.76 -0.689
H 7.36 1.79 -5.65 0.231
C -1.66 -0.44 1.36 0.973
H 3.68 -2.55 3.74 0.157
C -2.57 1.08 -3.21 -0.539
H -2.23 1.60 -4.13 0.416
H -6.04 1.71 -1.94 0.269
O 4.24 3.40 -4.14 -0.611
H -2.54 2.40 2.66 0.359
H -6.42 2.71 -0.47 0.348
H -2.60 4.08 2.23 0.401
O 2.98 3.08 1.92 -0.563
H -4.34 -2.11 -2.08 0.277
H -3.48 -4.24 4.59 0.315
C 6.48 2.22 -5.12 -0.563
C -3.85 0.37 -3.49 0.252
O 2.96 5.40 1.78 -0.337
H 0.20 -2.58 2.22 -0.123
C 1.06 3.23 -0.17 0.238
O 2.15 -2.21 -1.13 -0.228
O -4.91 -5.07 0.72 -0.302
O -2.26 -1.63 1.66 0.254
O 2.11 0.44 0.80 -0.387
H -1.05 1.16 -0.71 -0.494
C 4.64 -2.04 3.76 -1.102
H 3.41 6.40 3.29 0.281
O -2.77 2.71 0.57 -0.001
H 1.27 0.94 -3.76 -0.151
H -2.63 -5.22 3.43 0.313
N -4.77 -0.18 -3.70 -0.567
O -5.47 -2.62 0.77 -0.643
O 3.32 -0.32 2.59 -0.262
H 0.53 3.10 0.73 -0.234
```

Its energy relative to the best compared isomer or geometry (same formula, charge and spin) is 147.1 kJ/mol. The highest occupied orbital energy comes out at -9.55 eV. Its structure (SMILES) is C[C@H]1COC(=O)O1.COC(=O)OC.COC(=O)OC.COC(=O)OC.COC(=O)OC.COC(=O)OC.COC(=O)OC.CCCC#N. Its total charge is 0. For the LUMO energy, the calculation gives 0.4558 eV.



Below is the molecule C4H6FNOS, with properties calculated with the ωB97M-V functional and the def2-TZVPD basis.

Structure (XYZ):
```
14
Properties=species:S:1:pos:R:3:mulliken_charge:R:1
N 0.88 -0.31 -0.77 -0.193
C 0.27 1.92 -0.07 -0.102
F 1.55 2.31 -0.01 -0.240
C -0.06 0.69 -0.46 0.056
H -1.90 -0.58 1.55 0.283
H -2.96 -1.43 0.39 0.313
O 2.81 -1.44 -0.33 -0.552
C 2.01 -0.57 -0.03 0.086
H -1.26 -1.73 0.41 0.299
H -0.45 2.67 0.23 0.387
H 2.13 0.04 0.87 0.317
S -1.77 0.31 -0.71 -0.116
H 0.73 -0.89 -1.60 0.283
C -1.98 -0.99 0.55 -0.821
```

Its energy relative to the best compared isomer or geometry (same formula, charge and spin) is 90.5 kJ/mol. The highest occupied orbital energy comes out at -9.12 eV. Its structure (SMILES) is CS/C(=C/F)NC=O. Its total charge is 0. For the LUMO energy, the calculation gives 0.6560 eV.



Below is the molecule C5H2ClNS, with properties calculated with the ωB97M-V functional and the def2-TZVPD basis.

Structure (XYZ):
```
10
Properties=species:S:1:pos:R:3:mulliken_charge:R:1
C 1.11 -0.69 -0.06 0.383
N 1.23 2.95 0.04 -0.449
C -1.25 -1.20 -0.03 -0.239
H -2.23 -1.79 0.09 0.335
H -1.77 0.95 0.02 0.429
Cl 2.75 -0.60 -0.01 -0.172
C 0.23 0.56 -0.05 0.323
C 0.84 1.85 -0.02 0.076
S 0.19 -2.15 0.04 -0.072
C -1.10 0.14 -0.01 -0.613
```

Its energy relative to the best compared isomer or geometry (same formula, charge and spin) is 53.7 kJ/mol. The highest occupied orbital energy comes out at -8.95 eV. Its structure (SMILES) is N#Cc1ccsc1Cl. Its total charge is 0. For the LUMO energy, the calculation gives -0.2179 eV.



Below is a cluster of 2 separate species, C5H14O in total, with properties calculated with the ωB97M-V functional and the def2-TZVPD basis.

Structure (XYZ):
```
20
Properties=species:S:1:pos:R:3:mulliken_charge:R:1
H -2.07 2.79 0.48 0.377
C -0.26 1.40 0.98 -0.731
H 0.63 -3.40 1.66 0.312
C 0.28 -2.68 0.87 -0.677
H 0.05 2.93 -1.26 0.390
C 1.45 -2.50 -0.11 -0.322
H 1.72 -3.53 -0.56 0.247
H -0.58 -3.24 0.39 0.247
H -0.67 0.86 1.85 0.327
H -2.14 1.31 -0.28 0.335
H 2.36 -2.14 0.44 0.256
H -0.58 1.43 -1.98 0.264
H 0.44 1.04 0.19 0.010
H -1.40 3.04 -2.18 0.296
H 1.64 -0.72 -0.72 0.299
H 0.06 -1.74 1.34 0.121
C -1.48 2.02 0.00 -0.537
C -0.77 2.40 -1.45 -1.082
H 0.12 2.25 1.44 0.359
O 1.18 -1.52 -1.10 -0.490
```

Its energy relative to the best compared isomer or geometry (same formula, charge and spin) is 216.4 kJ/mol. The highest occupied orbital energy comes out at -10.30 eV. Its structure (SMILES) is CCC.CCO. Its total charge is 0. For the LUMO energy, the calculation gives 0.9197 eV.